Record 1
Here is a molecular structure, C47H57I2N2O8RbSi in a non-equilibrium geometry from OMol25. Energies are from ωB97M-V with the def2-TZVPD basis set.

Geometry as ORCA input:
```
! RIJCOSX wB97M-V def2-TZVPD def2/J DEFGRID3
* xyz -2 1
I 1.33 4.71 0.97
I 2.72 2.78 -1.75
Rb -0.55 1.17 -0.84
Si -3.64 3.29 -0.81
O 0.48 0.50 -3.07
O -1.15 4.45 -1.93
O 2.56 1.57 1.96
O -1.12 -0.88 -2.60
O -2.11 5.53 -1.94
O -2.65 2.98 0.35
O 0.94 -1.40 -2.13
O -1.47 -0.67 0.67
N 1.25 -0.65 1.01
N 0.11 -0.60 -2.61
C -0.83 -4.16 0.91
C 6.50 -1.95 -1.34
C -1.49 -3.05 0.51
C -4.40 0.20 -3.49
C -2.61 -3.95 -1.51
C -2.85 -3.22 -0.18
C 0.47 -4.17 1.56
C -3.71 2.26 -2.40
C 5.15 3.02 1.57
C 1.15 -3.01 1.61
C 0.58 -1.78 1.11
C -3.22 1.87 -4.74
C -3.84 0.63 -4.69
C -2.51 5.94 -0.58
C -0.86 -1.73 0.77
C 6.54 -3.31 0.76
C 0.00 -6.10 3.09
C -5.47 3.36 -0.23
C -5.70 3.47 1.14
C 3.39 -1.64 0.42
C 1.83 4.59 -1.09
C 4.75 -1.59 0.42
C 6.90 1.49 2.47
C 1.23 -6.47 0.95
C 1.01 -5.49 2.11
C 2.34 -5.30 2.84
C 5.39 1.71 2.35
C -6.59 3.29 -1.07
C -8.08 3.45 0.81
C -3.79 -4.05 0.71
C 4.80 -3.71 -0.96
C -4.52 5.91 -2.12
C 4.69 0.56 1.64
C 5.63 -2.63 -0.27
C -3.58 -1.91 -0.51
C 3.22 0.61 1.52
C -4.33 1.00 -2.37
C 4.83 1.86 3.77
C -3.15 2.67 -3.61
C -2.70 7.38 -0.46
C -4.49 7.25 -2.12
C -7.88 3.34 -0.56
C 2.59 -0.61 1.00
C -6.99 3.52 1.66
C 5.37 -0.49 1.10
C -3.58 8.00 -1.26
C -3.48 5.13 -1.42
H 0.39 -7.03 3.52
H 7.38 1.46 1.49
H 6.45 -0.49 1.16
H 7.33 2.33 3.03
H -3.81 -1.33 0.38
H 7.20 -2.59 1.25
H -3.41 -5.06 0.89
H 2.12 -2.94 2.08
H -1.31 -5.12 0.76
H 2.23 -4.61 3.68
H -3.56 -4.09 -2.04
H 0.31 -6.65 0.39
H -0.20 -5.40 3.91
H 7.17 -4.07 0.28
H -4.75 0.64 -1.44
H -5.32 5.37 -2.60
H 5.51 2.93 0.54
H 2.85 -2.40 -0.13
H 7.13 0.57 3.00
H 2.52 5.39 -1.31
H -1.95 5.36 0.15
H -3.94 -3.56 1.67
H 2.68 -6.26 3.23
H -2.16 -4.93 -1.35
H 5.94 -3.80 1.53
H -1.95 -3.35 -2.14
H -3.87 0.00 -5.57
H 5.32 2.70 4.28
H 4.17 -4.25 -0.24
H 5.70 3.84 2.06
H -6.44 3.18 -2.14
H 4.09 3.27 1.54
H -2.75 2.20 -5.66
H -4.77 -4.15 0.22
H 5.46 -4.43 -1.45
H -2.98 -1.29 -1.18
H 4.13 -3.28 -1.72
H -5.25 7.80 -2.67
H -7.14 3.59 2.73
H -4.84 3.49 1.80
H 5.88 -1.44 -2.07
H 3.11 -4.91 2.17
H 5.01 0.95 4.35
H -4.85 -0.79 -3.43
H -4.51 -2.17 -1.02
H 3.76 2.05 3.74
H 1.59 -7.44 1.32
H -2.59 3.60 -3.64
H -8.73 3.27 -1.23
H 0.88 4.71 -1.62
H -3.70 9.07 -1.20
H 1.97 -6.08 0.25
H -0.95 -6.33 2.61
H -9.09 3.48 1.21
H 7.17 -1.21 -0.89
H 7.12 -2.68 -1.86
H -2.15 7.92 0.30
*
```

HOMO level (alpha / beta)	-1.63 / -1.65	eV
LUMO level (alpha / beta)	3.8 / 3.8	eV
calculated total energy	-3445.40744	Ha

These are the Mulliken partial charges, in e, on atoms 1 to 6:
1 I -0.042
2 I 0.068
3 Rb 0.773
4 Si 0.082
5 O -0.497
6 O -0.473


Record 2
Here is a molecular structure, C10H27KO8S2 in a non-equilibrium geometry from OMol25. Energies are from ωB97M-V with the def2-TZVPD basis set.

Geometry as ORCA input:
```
! RIJCOSX wB97M-V def2-TZVPD def2/J DEFGRID3
* xyz 0 1
K -1.75 -0.28 1.71
S 2.73 -5.02 1.97
S 2.93 3.74 -1.68
O -3.38 1.24 -2.77
O 1.36 -4.58 1.66
O -6.56 -0.06 3.84
O 1.84 2.92 -1.16
O 3.63 -3.84 1.30
O 3.64 2.94 -3.02
O 3.95 4.30 -0.85
O 3.27 -5.32 3.26
C 3.69 1.65 -5.00
C 3.07 -6.53 0.84
C 5.46 -4.13 -0.25
C 2.06 4.99 -2.69
C 5.01 -3.98 1.26
C 2.91 1.89 -3.71
C -5.95 1.81 5.19
C -8.44 1.50 4.26
C -4.01 2.54 -2.81
C -7.06 0.86 4.77
H -9.23 0.75 4.29
H 1.48 4.41 -3.41
H 5.43 -3.06 1.66
H 4.67 -4.71 -0.72
H -3.60 3.12 -1.98
H 5.57 -3.20 -0.80
H -3.80 2.82 -3.84
H 4.56 1.01 -4.84
H -8.70 2.24 5.02
H 4.10 2.58 -5.40
H -4.95 1.37 5.17
H 6.38 -4.68 -0.45
H -6.18 2.26 6.16
H -3.84 0.74 -3.44
H 1.38 5.53 -2.03
H 2.18 -7.14 0.98
H -5.81 2.67 4.53
H 3.02 -6.24 -0.21
H 2.96 1.17 -5.65
H 2.77 5.63 -3.21
H 2.62 1.00 -3.15
H -7.28 0.41 5.74
H 3.91 -7.08 1.25
H -5.08 2.36 -2.85
H 5.41 -4.85 1.79
H 1.96 2.33 -4.01
H -8.34 1.95 3.27
*
```

HOMO level	-4.57	eV
LUMO level	-1.6	eV
calculated total energy	-2395.20396	Ha

These are the Mulliken partial charges, in e, on atoms 1 to 6:
1 K 0.918
2 S 1.145
3 S 1.073
4 O -0.510
5 O -0.607
6 O -0.928


Record 3
Here is C5H10N2O in the gas phase in a non-equilibrium geometry from OMol25. Energies are from ωB97M-V with the def2-TZVPD basis set.

Geometry as ORCA input:
```
! RIJCOSX wB97M-V def2-TZVPD def2/J DEFGRID3
* xyz 0 1
O 1.15 1.74 0.79
N 0.96 0.62 -0.12
N 0.06 1.97 1.43
C -0.42 0.17 0.08
C -1.19 0.33 -1.25
C -0.86 1.16 1.11
C -0.65 -1.36 0.34
C 2.07 -0.25 -0.14
H 2.87 -0.05 -0.78
H -0.58 1.04 -1.81
H -1.40 -0.51 -1.79
H 1.82 -1.22 -0.51
H -2.12 0.80 -1.16
H -0.44 -1.66 1.49
H -0.08 -1.94 -0.21
H 2.39 -0.38 0.85
H -1.93 1.09 1.46
H -1.65 -1.58 0.22
*
```

HOMO level	-8.20	eV
SMILES string	CN1ON=CC1(C)C
LUMO level	0.8	eV
calculated total energy	-381.09039	Ha

These are the Mulliken partial charges, in e, on atoms 1 to 6:
1 O -0.182
2 N -0.016
3 N -0.358
4 C 1.387
5 C -1.700
6 C -0.217


Record 4
Here is a molecular structure, C24H29BN8OW from OMol25. Energies are from ωB97M-V with the def2-TZVPD basis set.

Geometry as ORCA input:
```
! RIJCOSX wB97M-V def2-TZVPD def2/J DEFGRID3
* xyz 3 4
W -0.27 0.36 -0.56
O 1.00 -1.12 -0.86
N 0.79 1.40 0.81
N -1.74 1.76 -0.37
N -1.17 -0.61 0.98
N -1.84 2.26 3.40
N -1.55 0.03 2.13
N 0.17 1.84 1.94
N -2.30 1.56 4.49
N -2.12 2.13 0.90
C 2.50 -3.61 -3.03
C -2.65 2.32 -1.23
C -2.05 -0.88 2.98
C 0.86 -2.26 -4.25
C 1.83 -3.31 -4.19
C 0.59 -1.51 -3.14
C -0.39 -0.36 -3.10
C -1.99 -2.14 2.39
C -3.59 3.02 -0.53
C 0.31 1.01 -2.96
C 2.31 2.40 2.10
C 3.02 -3.27 -0.61
C 2.42 -2.99 0.76
C 1.06 2.44 2.72
C -2.59 2.46 5.39
C 1.28 -1.83 -1.94
C 2.10 1.75 0.91
C -1.84 3.60 3.67
C -1.44 -1.93 1.15
C -1.36 -0.30 -4.29
C -3.22 2.87 0.82
C 4.41 -2.58 -0.75
C -2.32 3.77 4.94
C 2.25 -2.90 -1.84
B -1.37 1.58 2.19
H 2.41 -1.93 1.00
H -2.47 4.70 5.46
H -1.22 -2.64 0.37
H 0.76 2.85 3.67
H -2.31 -3.07 2.82
H 2.80 1.50 0.13
H 1.13 1.07 -3.68
H -0.83 -0.05 -5.20
H -2.40 -0.54 3.94
H 2.02 -3.88 -5.09
H -4.43 3.57 -0.91
H 3.18 -4.35 -0.70
H -2.98 2.15 6.35
H -1.12 -0.58 -2.24
H 3.22 -4.42 -3.01
H -2.55 2.17 -2.29
H -3.68 3.25 1.72
H -0.36 1.85 -3.13
H 1.42 -3.40 0.87
H 5.03 -2.92 0.08
H -1.49 4.32 2.95
H 4.31 -1.50 -0.68
H 3.24 2.80 2.48
H 3.05 -3.48 1.50
H 0.35 -2.08 -5.19
H -1.86 -1.26 -4.42
H -2.12 0.46 -4.13
H 0.92 1.25 -2.03
H 4.91 -2.83 -1.68
*
```

HOMO level (alpha / beta)	-16.76 / -16.77	eV
LUMO level (alpha / beta)	-11.5 / -12.4	eV
calculated total energy	-1536.23178	Ha

These are the Mulliken partial charges, in e, on atoms 1 to 6:
1 W 0.733
2 O -0.512
3 N -1.079
4 N -0.478
5 N -0.849
6 N 0.345


Record 5
Here is a molecular structure, C4H11BClErF4Nd in a non-equilibrium geometry from OMol25. Energies are from ωB97M-V with the def2-TZVPD basis set.

Geometry as ORCA input:
```
! RIJCOSX wB97M-V def2-TZVPD def2/J DEFGRID3
* xyz -1 7
Er -0.15 -1.57 -1.59
Nd -0.26 0.12 1.31
Cl 0.09 1.04 -1.26
F -2.51 3.46 1.86
F -0.62 3.77 3.11
F -0.63 4.34 0.90
F -0.70 2.18 1.52
C 0.18 -2.07 0.56
C 1.75 -1.65 -2.60
C -2.24 -1.53 -2.10
C 1.79 0.74 2.30
B -1.16 3.59 1.88
H 2.20 -0.22 2.50
H 1.16 -2.49 0.60
H 1.78 -0.75 -3.09
H -2.34 -0.61 -2.56
H -0.81 -2.42 0.84
H -2.71 -1.73 -1.19
H 2.42 -1.87 -1.83
H 1.20 1.18 3.12
H 2.25 1.39 1.64
H 1.39 -2.51 -3.17
H -2.08 -2.40 -2.75
*
```

HOMO level (alpha / beta)	-3.97 / -3.95	eV
LUMO level (alpha / beta)	2.0 / 2.0	eV
calculated total energy	-2620.07938	Ha

These are the Mulliken partial charges, in e, on atoms 1 to 6:
1 Er 0.782
2 Nd 1.531
3 Cl -0.545
4 F -0.357
5 F -0.369
6 F -0.350


Record 6
Here is a molecular structure, C3H3DyLiO3 in a non-equilibrium geometry from OMol25. Energies are from ωB97M-V with the def2-TZVPD basis set.

Geometry as ORCA input:
```
! RIJCOSX wB97M-V def2-TZVPD def2/J DEFGRID3
* xyz 2 7
Dy 2.16 1.49 -1.12
O -1.18 2.20 -1.90
O -2.39 0.64 -0.71
O 0.78 0.30 0.35
C 1.04 -0.81 1.21
C -1.69 1.30 -1.37
C 0.00 -1.03 0.17
Li -2.02 -0.76 0.71
H 0.46 -1.51 -0.70
H 0.79 -0.58 2.25
H 2.05 -1.23 1.11
*
```

HOMO level (alpha / beta)	-16.08 / -16.09	eV
LUMO level (alpha / beta)	-8.4 / -9.7	eV
calculated total energy	-1233.75779	Ha

These are the Mulliken partial charges, in e, on atoms 1 to 6:
1 Dy 1.720
2 O -0.343
3 O -0.420
4 O -0.607
5 C -0.167
6 C 0.896


Record 7
Here is a molecular structure, C25H21BrClCoIN3O3 in a non-equilibrium geometry from OMol25. Energies are from ωB97M-V with the def2-TZVPD basis set.

Geometry as ORCA input:
```
! RIJCOSX wB97M-V def2-TZVPD def2/J DEFGRID3
* xyz 0 1
I -4.77 2.53 0.97
Br -1.14 -7.09 -1.10
Co -0.50 0.19 -0.63
Cl -0.89 6.71 0.65
O 0.94 -0.95 -1.30
O -1.04 -1.66 -0.74
O -2.08 1.01 -0.06
N -2.54 0.23 -4.22
N -1.19 0.45 -2.52
N 0.27 1.85 -0.57
C -0.24 -0.41 4.61
C -1.90 2.28 0.15
C 1.63 -1.84 3.76
C 1.09 4.48 -0.35
C -0.81 1.32 -3.50
C -0.24 4.14 -0.02
C 0.47 -0.28 2.26
C 0.55 -3.33 -1.45
C -1.25 5.03 0.44
C -0.34 -4.37 -1.18
C -1.64 1.20 -4.57
C 1.96 0.63 4.00
C 2.18 -4.90 -2.24
C -2.84 3.19 0.57
C 1.30 -5.94 -1.99
C 0.95 -0.47 3.64
C 0.14 -1.93 -1.15
C -2.50 4.55 0.72
C -2.24 -0.19 -2.98
C -0.60 2.80 -0.15
C 1.95 3.50 -0.78
C 0.05 -5.66 -1.45
C 1.81 -3.59 -1.97
C 0.08 -0.11 1.13
C 1.50 2.17 -0.87
H -0.71 0.57 4.58
H 2.82 0.59 3.34
H 0.10 -0.60 5.63
H 0.93 -2.64 3.52
H 3.15 -5.11 -2.65
H -0.99 -1.15 4.34
H -1.67 1.69 -5.52
H -2.80 -0.94 -2.43
H 1.42 5.50 -0.26
H 1.50 1.62 3.89
H 2.48 -2.76 -2.16
H -1.31 -4.15 -0.76
H 1.59 -6.96 -2.19
H -3.32 -0.10 -4.77
H 2.97 3.72 -1.03
H -3.26 5.25 1.06
H 2.30 0.52 5.03
H 2.16 1.36 -1.16
H 2.47 -1.91 3.06
H 0.04 1.98 -3.38
H 2.01 -1.99 4.77
*
```

HOMO level	-7.60	eV
LUMO level	-0.2	eV
calculated total energy	-6069.95521	Ha

These are the Mulliken partial charges, in e, on atoms 1 to 6:
1 I 0.039
2 Br -0.191
3 Co -0.154
4 Cl -0.273
5 O -0.682
6 O -0.591


Record 8
Here is 7 unconnected molecules or ions with the total composition C9H26N4O13 in a non-equilibrium geometry from OMol25. Energies are from ωB97M-V with the def2-TZVPD basis set.

Geometry as ORCA input:
```
! RIJCOSX wB97M-V def2-TZVPD def2/J DEFGRID3
* xyz 0 1
O 2.04 5.25 -3.45
O 2.68 -0.36 -8.00
O 3.08 -3.56 6.48
O -0.74 -0.31 0.46
O -6.51 -2.21 -0.94
O -5.06 -1.72 8.54
O 6.15 1.81 -2.60
O 3.04 6.81 -4.52
O -4.40 -0.74 6.76
O 8.15 1.56 -3.48
O -3.58 -2.81 7.09
O 2.54 -0.66 -5.82
O 1.34 -0.42 1.19
N 0.51 -0.15 0.31
N 2.39 -1.00 -7.02
N 6.98 1.99 -3.49
N 2.08 6.21 -4.23
C -4.30 -1.89 7.40
C 2.33 -3.49 5.26
C 6.47 2.75 -4.63
C 0.83 6.80 -4.79
C 1.68 -2.22 -7.37
C -3.70 -0.62 5.54
C 0.94 0.19 -1.05
C -5.43 -2.89 9.21
C -5.98 -0.93 -1.28
H 1.81 0.85 -1.04
H -6.29 -2.73 9.85
H -3.83 -1.34 4.73
H 3.08 -3.82 4.54
H -2.63 -0.66 5.76
H -6.08 -0.71 -2.35
H 0.85 -1.97 -8.04
H -7.46 -2.14 -0.79
H -6.30 -0.12 -0.63
H 1.51 -4.21 5.26
H 6.64 2.04 -5.44
H -4.90 -0.91 -1.21
H 1.90 -2.51 5.04
H 6.96 3.72 -4.77
H 1.04 -0.63 -1.76
H -4.59 -3.27 9.80
H -3.85 0.38 5.14
H 5.38 2.81 -4.53
H -0.10 6.43 -4.36
H 0.10 0.66 -1.54
H 0.76 6.59 -5.86
H 1.41 -2.65 -6.40
H -5.72 -3.71 8.55
H 2.47 -2.83 -7.82
H 1.08 7.80 -4.45
H 3.27 -4.46 6.76
*
```

HOMO level	-9.92	eV
SMILES string	C[N+](=O)[O-].C[N+](=O)[O-].C[N+](=O)[O-].C[N+](=O)[O-].COC(=O)OC.CO.CO
LUMO level	-0.3	eV
calculated total energy	-1555.15915	Ha

These are the Mulliken partial charges, in e, on atoms 1 to 6:
1 O -0.515
2 O -0.489
3 O -0.520
4 O -0.491
5 O -0.498
6 O -0.288